13
Properties=species:S:1:pos:R:3:forces:R:3 method="wB97M-V/def2-TZVPD" spin_multiplicity=1 orbital_gap_ev=9.54 e_homo_ev=-10.01 e_tot_ha=-340.71905 smiles="[H]/N=C(C)/C=N/C=O"
H 1.796 0.309 -2.097 -0.0042 0.0294 -0.0077
C 1.110 -0.175 -1.404 0.0039 0.1156 -0.1042
C 0.628 0.783 -0.358 0.6488 -0.2616 -0.3632
N -0.931 -0.849 0.477 -1.5134 0.5704 -0.1869
H 0.258 -0.580 -1.947 0.0024 -0.0683 -0.0452
H 1.613 -1.014 -0.924 -0.0029 -0.0603 -0.0143
N 0.956 1.995 -0.209 -0.0883 0.2677 0.4133
H 1.617 2.342 -0.901 -0.0704 -0.2306 -0.1892
C -1.982 -1.200 1.483 4.1036 -0.0098 -0.4547
C -0.319 0.248 0.637 -0.4651 0.2571 0.8241
H -1.764 -2.280 1.485 -1.7283 -0.4007 0.7210
O -2.521 -0.454 2.234 -0.7433 -0.2760 -0.4683
H -0.461 0.876 1.524 -0.1427 0.0670 -0.1248

***

13
Properties=species:S:1:pos:R:3:forces:R:3 method="wB97M-V/def2-TZVPD" spin_multiplicity=3 orbital_gap_ev="9.39 / 8.61" s_squared=2.01 e_homo_ev="-8.41 / -8.60" e_tot_ha=-340.53223
N 0.184 -0.295 -0.129 1.0129 1.3967 -0.9828
H -0.836 0.822 3.195 1.0800 0.7516 1.5728
H -1.785 -0.530 0.060 0.1652 -1.4837 0.5051
C 0.868 0.512 0.732 -2.1334 -2.9679 2.5279
O 1.628 1.302 0.104 0.5738 0.3156 -4.2068
N -1.276 0.457 2.388 -1.1603 -0.4794 -1.3318
C -0.899 -1.202 0.208 -0.7300 -1.0013 -1.7969
H -0.129 -0.110 -2.392 0.4881 -0.3309 0.5853
C 1.384 1.058 -1.348 2.3886 2.0637 0.4873
H -0.837 -1.669 1.214 0.1089 0.8541 -0.7368
H -0.881 -2.093 -0.566 -0.1670 1.8461 1.3927
H 2.135 1.594 -1.969 -1.2855 -0.4812 0.3895
C 0.442 0.152 -1.498 -0.3415 -0.4833 1.5944

***

14
Properties=species:S:1:pos:R:3:forces:R:3 method="wB97M-V/def2-TZVPD" spin_multiplicity=1 orbital_gap_ev=8.23 e_homo_ev=-7.66 e_tot_ha=-415.94372 smiles=COc1[nH]cnc1O
O 1.954 -1.950 -0.121 -3.9030 -4.3469 2.1913
N 0.294 1.086 -0.145 1.0524 1.3923 0.2445
H -2.242 0.424 0.980 0.8550 -0.5205 -1.1505
N 2.335 0.215 0.046 2.3857 2.4736 -0.2185
H 1.152 -2.591 0.283 3.4209 2.0722 -1.7718
C 1.704 1.322 -0.069 -2.8154 1.2786 0.0102
O -0.971 -1.023 -0.149 -0.8536 1.9507 0.4043
C 0.177 -0.285 -0.093 -0.9314 0.3155 0.5329
C 1.438 -0.723 0.035 -0.0120 -2.3619 -0.7008
H -2.996 -0.909 0.107 0.8684 0.8085 -0.3138
H -2.346 0.439 -0.886 0.3605 -0.0255 0.3796
H -0.368 1.811 0.175 0.4979 -0.9829 -0.5355
C -2.151 -0.165 0.012 -1.3473 -1.8299 0.6719
H 2.022 2.349 -0.174 0.4219 -0.2238 0.2563

***

14
Properties=species:S:1:pos:R:3:forces:R:3 method="wB97M-V/def2-TZVPD" spin_multiplicity=1 orbital_gap_ev=9.33 e_homo_ev=-8.58 e_tot_ha=-415.81382
H -0.173 0.988 1.547 0.5845 0.7936 1.7214
H -1.220 1.693 0.142 0.8273 -0.8332 0.9117
H 1.806 1.388 -1.791 0.2600 0.6570 -0.5868
C -1.597 -0.415 0.707 -0.9779 0.5470 -2.7040
N 1.718 0.680 -1.103 0.5681 -0.2992 -0.6472
H -1.874 -0.730 1.695 -0.3433 -0.3913 0.2370
H -2.512 -0.288 -0.028 1.4784 -0.1961 1.7303
C 2.104 0.093 0.035 -2.1049 0.0897 0.4749
O 2.862 -0.126 0.901 1.9877 0.0765 0.6359
H -0.332 -1.304 -1.758 0.4825 0.7639 1.2644
N 0.100 -1.228 -0.798 -0.2381 -0.0927 -1.8414
C -0.771 0.834 0.715 1.1547 -1.6041 -4.3290
C 0.718 -0.012 -0.409 -3.3255 0.5505 1.8794
O -0.829 -1.574 0.145 -0.3535 -0.0617 1.2533

***

14
Properties=species:S:1:pos:R:3:forces:R:3 method="wB97M-V/def2-TZVPD" spin_multiplicity=1 orbital_gap_ev=10.58 e_homo_ev=-9.73 e_tot_ha=-415.81618
O 1.263 0.883 -0.601 -2.1500 2.0813 0.0544
N -0.165 -0.365 0.724 0.8691 0.9713 0.4039
C -0.853 1.931 0.335 0.5685 -2.1973 -0.2500
H -2.028 0.200 -0.184 -1.3980 -1.1470 -2.1985
N -2.105 -0.773 -0.662 3.4234 0.5920 4.3601
H -0.695 2.918 -0.104 -0.5490 -0.2672 0.2377
C 1.487 -0.418 -0.558 4.3459 -6.5743 -0.1579
C -1.042 -1.207 0.018 -1.8865 -1.9068 -2.9614
H -0.706 -2.304 -0.060 -0.4637 1.6910 0.3780
C 0.052 0.937 0.031 -2.9178 1.2284 3.4366
H -1.816 1.580 0.964 2.7016 1.4058 -1.3817
O 1.216 -0.892 0.844 -2.0104 1.4494 -2.8630
H 0.831 -1.194 -1.186 1.3537 2.3104 0.6705
H 2.611 -0.619 -0.765 -1.8869 0.3630 0.2714

***

14
Properties=species:S:1:pos:R:3:forces:R:3 method="wB97M-V/def2-TZVPD" spin_multiplicity=1 orbital_gap_ev=7.77 e_homo_ev=-7.21 e_tot_ha=-415.88609 smiles=Nc1cc(O)c(N)o1
O -1.865 1.465 -0.374 3.6286 3.9464 3.3500
H 1.283 1.943 0.332 -1.1180 0.5752 -0.1220
H 2.833 -1.320 -0.346 -0.4468 3.5052 0.8254
N -2.039 -1.613 0.113 1.1103 2.4876 0.6590
N 2.627 -0.225 -0.219 0.6105 -2.2951 0.4217
H -2.654 -1.523 -0.715 0.1013 -0.1743 1.0984
H -1.462 2.412 0.090 -2.5032 -3.5566 -2.1511
C -0.720 0.686 -0.095 -3.6269 -3.1077 -0.5278
C -0.846 -0.764 -0.222 -0.7273 3.9670 1.2019
C 1.249 -0.003 -0.166 1.3366 -5.0721 1.0081
O 0.472 -1.205 -0.262 0.7476 2.1075 0.1407
H -2.516 -1.175 1.030 1.2897 -1.2180 -3.0762
C 0.615 1.098 0.192 -0.3907 0.0514 -1.5161
H 3.024 0.225 0.644 -0.0116 -1.2165 -1.3121

***

14
Properties=species:S:1:pos:R:3:forces:R:3 method="wB97M-V/def2-TZVPD" spin_multiplicity=1 orbital_gap_ev=10.63 e_homo_ev=-9.91 e_tot_ha=-415.85403 smiles="NC(=O)N1C[C@@H]1C=O"
H 0.915 0.749 -1.482 -1.0290 -2.6700 2.1641
C 2.125 0.002 0.231 4.8252 3.7427 -3.0814
N -0.189 0.038 0.515 1.0779 -3.2099 -0.5202
N -1.804 1.366 0.014 -6.1945 -0.5328 -3.0886
C 0.790 -0.011 -0.526 3.3513 1.5672 -0.4955
H -1.414 2.024 0.663 -0.0717 0.0228 -0.0237
H 2.229 -0.448 1.239 -0.3610 0.3384 -0.1315
O -2.290 -0.886 -0.270 3.3314 3.1985 0.1262
H -2.921 1.356 -0.363 4.1218 0.9706 1.8159
O 3.172 0.486 -0.294 -3.6367 -1.8459 1.8821
H -0.662 -1.847 -0.424 3.1936 0.2784 1.0360
C 0.374 -1.357 -0.017 -3.5493 1.2030 -0.8088
H 1.128 -1.539 0.737 -0.8945 -2.3485 -0.2056
C -1.452 0.068 -0.022 -4.1644 -0.7145 1.3309

***

14
Properties=species:S:1:pos:R:3:forces:R:3 method="wB97M-V/def2-TZVPD" spin_multiplicity=1 orbital_gap_ev=9.79 e_homo_ev=-9.13 e_tot_ha=-415.84289
O 1.283 1.531 -0.739 -2.9836 3.4086 1.9983
H 0.768 1.105 1.517 0.8370 0.7819 -1.9590
H 0.681 2.487 -0.716 2.5252 -4.2149 0.0237
C 1.814 -0.517 0.529 -2.9065 1.0330 -1.7051
N -2.570 -0.219 -0.053 0.8413 -0.2195 0.6011
C 0.864 0.699 0.429 2.6750 1.9811 2.7235
N -1.610 0.600 0.571 2.2280 -2.2330 -2.0907
O -0.148 -1.059 -0.629 -0.6753 0.0611 2.3454
C 1.043 -1.473 -0.059 4.9430 -1.5220 0.5738
H 1.698 -2.535 -0.072 -3.1848 2.2828 -0.8606
H -3.385 0.316 -0.215 -0.7607 0.3950 -0.3159
C -0.437 0.168 0.251 -2.0988 -1.3138 -1.7766
H 2.874 -0.390 0.770 -0.7159 -0.6878 0.1481
H -2.162 -0.688 -0.867 -0.7239 0.2475 0.2940

***

14
Properties=species:S:1:pos:R:3:forces:R:3 method="wB97M-V/def2-TZVPD" spin_multiplicity=1 orbital_gap_ev=10.12 e_homo_ev=-10.15 e_tot_ha=-415.85643 smiles="O=C/C(=N/O)N1CC1"
O 0.075 -1.934 -1.420 -1.5970 3.4897 0.0745
H -0.505 1.988 0.833 1.5137 0.1583 3.2469
C -0.350 -0.753 -1.489 2.4037 -2.5170 -0.4970
N -0.851 1.319 -0.690 -3.8038 1.3511 -3.3232
H 2.339 0.068 1.342 1.5449 0.2335 1.0029
H 1.861 -1.278 0.249 0.1108 0.3469 -1.0586
H -0.658 -0.278 -2.471 -0.1606 -0.5904 0.9695
C -0.282 0.259 -0.385 1.4924 -0.8688 0.9929
N 0.441 0.277 0.847 -3.2555 -0.4207 -0.9460
O -1.137 2.268 0.213 0.1801 0.0746 -1.4527
C 1.571 -0.507 0.935 2.3120 -1.9625 0.1738
H -0.119 -1.801 1.318 -0.0572 -0.2599 -0.3975
C 0.423 -0.956 1.691 -0.9491 0.7695 1.9113
H 0.276 -0.801 2.773 0.2658 0.1958 -0.6967

***

14
Properties=species:S:1:pos:R:3:forces:R:3 method="wB97M-V/def2-TZVPD" spin_multiplicity=1 orbital_gap_ev=8.02 e_homo_ev=-9.26 e_tot_ha=-415.82476 smiles="[H]/N=C(/CC=O)NC=O"
C 0.658 -0.585 0.844 6.0924 -0.7692 2.7718
N 1.227 0.049 -0.316 3.5328 -0.9387 0.9009
H 2.484 0.135 -0.507 -5.3469 -0.5353 0.8467
C -1.892 -0.172 0.471 -1.9832 0.0781 -6.1085
H -0.798 0.551 -0.941 3.3852 1.0947 -1.2369
O -2.042 -0.140 -0.908 -0.8475 -0.8582 8.9233
H -0.389 0.985 1.696 -1.4643 -2.4963 -1.2534
C -0.679 -0.150 1.249 1.3234 1.4065 4.1750
N 1.405 -1.185 1.884 -1.7462 0.5975 -5.8067
H 2.318 -1.575 1.438 -1.6215 1.3432 0.9731
H -0.906 -0.738 2.281 0.5189 1.2733 -2.4206
H -2.661 -0.219 1.281 -0.8327 0.1071 -1.8004
O 0.869 1.352 -2.171 -1.2698 -1.4412 3.0063
C 0.399 0.761 -1.163 0.2595 1.1385 -2.9706

***

14
Properties=species:S:1:pos:R:3:forces:R:3 method="wB97M-V/def2-TZVPD" spin_multiplicity=1 orbital_gap_ev=9.48 e_homo_ev=-9.31 e_tot_ha=-415.82398
C -1.919 0.415 0.376 -0.2082 0.7073 3.3358
C 1.359 -0.650 0.710 -1.7659 0.4704 5.0522
H -2.555 0.364 1.387 0.8745 0.3299 -2.2765
C 0.764 -1.342 -0.422 -3.8280 2.0997 -2.3086
O -1.719 1.411 -0.275 -0.2936 -2.2957 0.2587
O -1.249 -0.811 0.378 -3.5108 2.3629 0.2575
H -1.185 -1.514 -1.523 -1.3690 -0.6978 -2.4446
C -0.635 -1.109 -0.771 8.4366 -1.6201 3.7241
H 1.145 -1.158 1.858 0.9259 1.7366 -3.3026
H 0.988 0.696 -0.859 -1.9238 0.2556 -3.0735
N 1.713 0.607 0.666 1.6257 -3.2386 2.8643
N 1.831 1.109 -0.592 -0.5703 4.6244 0.9980
H 1.610 2.217 -0.417 0.8630 -3.4418 -1.0334
H 1.520 -1.312 -1.143 0.7439 -1.2927 -2.0514

***

14
Properties=species:S:1:pos:R:3:forces:R:3 method="wB97M-V/def2-TZVPD" spin_multiplicity=1 orbital_gap_ev=7.16 e_homo_ev=-8.24 e_tot_ha=-415.77735
O -3.428 -0.890 0.130 5.5596 0.8891 -2.2379
N -1.954 0.828 -0.326 -1.9223 4.5650 3.1975
H 3.017 -0.738 0.779 -1.2237 2.5838 -3.0916
C -0.561 0.984 -0.270 4.6509 -0.1340 2.3630
H -2.752 1.649 0.738 2.6423 -2.9279 -3.7882
C 2.266 -0.134 -0.068 2.5979 3.0329 0.6853
H 1.135 -1.647 0.658 -0.2165 0.2851 -0.6109
C -2.266 -0.460 -0.242 -4.2305 -3.3252 2.4127
H 0.124 1.833 0.240 -2.4786 -1.4999 -1.8179
N 1.193 -0.956 -0.097 -3.5112 -1.6031 0.6614
C -0.006 -0.287 -0.230 -2.6642 -0.3493 -1.0042
O -1.030 -1.216 -0.449 -2.4467 1.2941 0.7389
H 2.504 -0.012 -1.305 0.6070 0.3166 3.8047
H 1.758 1.046 0.440 2.6358 -3.1270 -1.3127

***

14
Properties=species:S:1:pos:R:3:forces:R:3 method="wB97M-V/def2-TZVPD" spin_multiplicity=1 orbital_gap_ev=10.58 e_homo_ev=-10.19 e_tot_ha=-415.90605 smiles="[H]/N=C(/C(=O)O)N1CC1"
O 0.385 2.105 -0.726 0.2177 -1.0369 -1.0855
C -0.816 -1.522 1.162 0.6667 -0.8869 0.1926
O -0.355 1.360 1.234 -0.3872 -0.3181 0.7223
H 0.289 2.894 -0.264 -0.0859 2.8692 1.2428
C -0.037 1.170 0.105 1.1723 -1.5688 -3.1926
H -1.296 -2.556 1.072 0.0669 2.0038 0.8346
H 1.166 -0.628 1.516 -0.5557 -1.7773 -0.4954
H -1.164 -0.588 1.826 0.2061 -2.4075 -2.2060
N 0.094 -0.079 -2.151 -0.8879 -2.3333 3.8281
C 0.056 -0.139 -0.827 -0.9025 -0.6074 -1.0311
H 1.359 -2.529 1.067 -1.5527 1.6357 0.7465
N -0.056 -1.439 -0.206 -0.3170 1.7763 2.2590
C 0.671 -1.598 1.151 1.5118 0.2974 -1.5605
H -0.103 -1.152 -2.325 0.8475 2.3539 -0.2550

***

15
Properties=species:S:1:pos:R:3:forces:R:3 method="wB97M-V/def2-TZVPD" spin_multiplicity=1 orbital_gap_ev=9.04 e_homo_ev=-9.49 e_tot_ha=-491.06188
H 0.753 1.942 -2.441 0.1245 -3.8389 0.2080
H 1.576 -0.797 0.188 1.4652 0.9393 1.6178
C 0.919 0.701 -2.304 2.2572 0.0916 -5.2984
H -1.191 1.356 -1.316 0.7135 -1.0970 2.4510
H 1.865 -0.923 -3.287 -0.9946 1.0704 0.5613
N 0.532 0.298 -1.027 0.7809 -1.4875 0.8067
O 1.057 -0.964 -0.563 -2.0780 0.1075 -2.4847
C -1.154 0.666 0.797 0.1917 0.3920 1.4832
H -1.958 1.143 1.391 -0.4952 0.8612 -2.4412
H -0.161 -1.530 0.867 0.1367 1.4453 3.6633
C -0.789 -0.086 2.029 -4.5258 1.2528 1.8487
O -0.195 -1.207 1.912 2.0788 -3.9553 -3.0620
N 1.507 0.059 -3.413 -1.9048 2.5178 5.3543
C -0.671 0.736 -0.447 -0.9568 2.2739 -2.3087
O -1.486 0.199 3.054 3.2066 -0.5731 -2.3993

***

15
Properties=species:S:1:pos:R:3:forces:R:3 method="wB97M-V/def2-TZVPD" spin_multiplicity=1 orbital_gap_ev=9.28 e_homo_ev=-9.39 e_tot_ha=-491.15239 smiles="O=CN/N=C/CC(=O)O"
C 2.037 -0.680 -1.443 2.4334 0.5535 -4.7874
H -1.114 2.179 0.241 0.7663 -0.9622 1.3979
H 2.552 -1.559 -2.096 -0.2036 2.2447 1.1888
O 2.138 0.552 -1.769 0.4201 -4.4682 1.2768
O -2.018 -0.804 1.378 0.4848 -1.9116 -1.0264
H -0.098 1.297 1.787 -1.6170 0.4996 -2.7554
H 0.734 1.104 -1.008 -1.4496 -1.7403 2.1959
N 0.200 -0.811 -0.015 -0.6467 3.6094 1.0193
C 0.102 0.483 -0.207 0.7754 0.2010 -0.3874
C -2.044 0.460 1.245 -0.5693 6.7438 2.4921
N 1.278 -1.371 -0.593 -0.8513 0.4278 -0.4859
C -0.741 1.227 0.741 -0.8547 -0.3597 0.9855
H -1.196 -1.070 0.828 -0.6904 -0.5081 0.8215
O -2.842 1.286 1.764 1.1785 -3.2944 -1.6163
H 1.012 -2.292 -0.853 0.8240 -1.0353 -0.3191

***

14
Properties=species:S:1:pos:R:3:forces:R:3 method="wB97M-V/def2-TZVPD" spin_multiplicity=1 orbital_gap_ev=9.52 e_homo_ev=-8.71 e_tot_ha=-738.92084 smiles="NC(=O)C1=NCCS1"
C 1.757 1.385 0.010 -1.0411 0.9970 -1.7644
C 1.748 -0.170 -0.029 -1.6582 2.7880 2.8631
O -2.985 0.497 -0.529 -0.2324 0.5223 -0.1501
H 2.337 -0.546 0.747 0.9171 -0.6674 1.5281
C -0.502 0.212 0.230 -1.9212 -1.6671 -1.3527
N -2.362 -1.558 0.148 0.3662 -3.0452 0.7563
H 2.139 1.946 0.837 0.6829 -0.3441 0.6306
H -3.155 -1.998 -0.384 1.3224 0.3516 1.2643
N 0.407 -0.667 0.123 -0.9968 -0.7740 0.0073
C -2.214 -0.274 -0.051 3.5827 1.9397 0.3476
H 2.260 -0.396 -0.858 1.0798 -1.6119 -3.5549
S -0.045 1.857 0.018 0.2347 0.8424 0.0144
H -1.592 -2.098 0.675 -1.8524 1.1159 -1.6906
H 2.208 1.811 -0.937 -0.4839 -0.4473 1.1012

***

14
Properties=species:S:1:pos:R:3:forces:R:3 method="wB97M-V/def2-TZVPD" spin_multiplicity=1 orbital_gap_ev=7.84 e_homo_ev=-8.11 e_tot_ha=-738.86927
H 0.018 0.655 1.514 -0.1229 -1.8388 -2.5660
H 1.301 1.490 -0.847 2.5306 -0.8091 2.1243
S -2.582 1.530 0.220 -0.1055 0.1767 -0.3688
H 3.022 1.678 -0.706 -0.5044 -0.6374 0.5353
C -1.064 -0.693 -0.052 1.3710 -0.9277 -0.2620
O -3.482 -0.885 -0.134 2.9123 -0.4550 -0.6883
N 2.219 1.201 -0.270 -2.0116 4.8727 -3.9844
N 1.318 -0.742 0.446 -0.4109 -0.9880 0.1728
H -1.151 -1.700 -0.699 1.3875 2.1105 1.4734
C -2.371 -0.062 -0.092 -0.7806 1.4050 2.1576
C 0.096 -0.183 0.632 -3.2084 -0.1264 -0.1621
C 2.303 -0.059 0.038 1.5135 -2.9952 1.9694
H -2.951 -1.712 -0.206 -1.6014 -0.2908 0.0808
H 3.323 -0.518 0.155 -0.9692 0.5035 -0.4820

***

14
Properties=species:S:1:pos:R:3:forces:R:3 method="wB97M-V/def2-TZVPD" spin_multiplicity=1 orbital_gap_ev=8.81 e_homo_ev=-8.23 e_tot_ha=-738.88459 smiles=Cc1[nH]nc(O)c1S
C 0.907 -2.179 -0.961 2.2515 -2.7394 1.7717
H 1.165 -2.704 -1.912 -1.1275 1.4436 -0.2683
H 2.030 -2.066 -0.621 -2.1420 -0.0601 0.0804
O -0.657 2.220 0.585 0.0694 2.7215 -2.3253
H 0.496 -3.131 -0.413 0.4915 2.1629 -0.3515
C 0.191 -0.860 -0.789 1.6702 -3.0027 -0.5829
C -0.060 -0.072 0.320 0.5513 -4.2080 1.2815
N -0.322 1.118 -1.475 -0.9291 2.2114 -0.4655
C -0.412 1.099 -0.142 -0.3126 4.3096 -3.4735
H 0.203 -0.253 -2.805 0.2854 -0.5914 -1.4300
H -0.596 3.070 -0.073 -0.2759 -3.2988 2.2085
N 0.023 -0.108 -1.860 -0.8026 1.7415 2.0714
S 0.035 -0.364 1.999 -0.3166 -3.6760 1.3453
H -0.264 -1.853 1.947 0.5871 2.9860 0.1382

***

14
Properties=species:S:1:pos:R:3:forces:R:3 method="wB97M-V/def2-TZVPD" spin_multiplicity=1 orbital_gap_ev=9.87 e_homo_ev=-9.48 e_tot_ha=-738.75201 smiles="C#C[C@@H](S)C(=O)NN"
O -0.678 -2.374 -0.736 0.0083 6.5792 1.6729
H -0.721 0.450 1.767 -1.9401 0.3583 -2.1310
S 1.683 -0.827 1.036 0.4400 -2.1697 -1.7185
H 1.880 -2.082 0.291 -0.0868 1.7453 2.1001
C 1.103 2.292 -1.002 0.8624 -1.8994 1.9355
N -1.566 0.605 1.075 2.0846 0.5598 0.5757
C 0.813 -0.351 -0.510 -1.9312 -1.4323 -0.3125
H 1.223 -1.022 -1.238 0.3838 0.0238 -0.5944
C 1.004 1.024 -0.895 -0.1415 6.7972 0.1261
N -1.693 -0.422 0.085 -3.7878 -2.8905 4.7807
H -2.361 -1.174 0.701 1.9400 2.1988 -3.2107
H 1.421 3.512 -0.714 -1.2657 -4.5488 -1.4584
C -0.654 -1.086 -0.386 3.1217 -5.4519 -2.3912
H -1.453 1.455 0.526 0.3123 0.1302 0.6258